Entry 1:
A 3-piece molecular cluster, C16H33F9N2O4Si overall. Source: OMol25; level of theory: the ωB97M-V functional and the def2-TZVPD basis.

Results
energy = -2228.078144 Ha
SMILES string = FC(F)(F)C(F)(F)C(F)(F)C(F)(F)[SiH3].COCCNCCOC.COCCNCCOC
HOMO = -0.3220 Ha
orbital gap = 0.345 hartree
maximum force = 0.6 eV/A

Atoms and positions in Å:
F 4.92240 2.65844 5.54418
C 4.83059 2.27250 4.27868
F 5.84498 2.80827 3.61327
F 3.68887 2.77104 3.76855
C 4.85664 0.70387 4.14013
F 5.68582 0.40411 3.11741
F 5.35929 0.16959 5.26858
C 3.50083 -0.00273 3.80016
F 3.14983 0.37333 2.53315
F 3.78734 -1.32204 3.76017
C 2.28936 0.25197 4.76637
F 1.86537 -0.97784 5.22662
F 2.76408 0.92855 5.86795
Si 0.73128 1.12461 3.98444
H -0.06309 0.03019 3.40789
H 1.10974 2.08381 2.93531
H 0.02059 1.83336 5.06209
C -6.53897 -0.78696 2.54477
O -6.05343 -1.59477 1.49238
C -6.23176 -1.03915 0.19541
C -4.89555 -0.75590 -0.45351
N -4.19655 0.31739 0.23800
C -2.83289 0.55288 -0.22342
C -1.81194 -0.55915 -0.02113
O -1.49341 -0.81298 1.33453
C -2.32936 -1.73632 2.00597
H -6.41801 -1.35214 3.46715
H -5.98526 0.15446 2.63203
H -7.60051 -0.55642 2.41162
H -6.82933 -0.12464 0.25157
H -6.77743 -1.76731 -0.41127
H -5.06412 -0.45418 -1.49167
H -4.32811 -1.69734 -0.46901
H -4.17922 0.11162 1.22899
H -2.45967 1.44278 0.28938
H -2.86713 0.79444 -1.29061
H -0.87838 -0.23339 -0.48950
H -2.10754 -1.49015 -0.52071
H -2.72052 -2.49490 1.32281
H -3.16986 -1.24534 2.50554
H -1.72728 -2.23077 2.76894
C 3.94832 1.10206 -1.92552
O 3.65355 -0.15795 -2.49356
C 2.55831 -0.83108 -1.88692
C 1.42420 -1.00825 -2.87168
N 0.82163 0.27195 -3.21638
C -0.16039 0.21037 -4.29351
C 0.32535 -0.19796 -5.67932
O 1.20192 0.73808 -6.27476
C 2.57687 0.55420 -5.99666
H 4.84563 1.47490 -2.41600
H 3.13734 1.82318 -2.07735
H 4.14475 1.01748 -0.85206
H 2.21521 -0.28298 -1.00410
H 2.90513 -1.81586 -1.56153
H 0.65935 -1.64459 -2.41532
H 1.82013 -1.53785 -3.74906
H 1.55544 0.91882 -3.47741
H -0.61672 1.19940 -4.38167
H -0.95556 -0.48018 -3.99196
H -0.54953 -0.25195 -6.33252
H 0.78545 -1.19352 -5.67803
H 2.82256 -0.50322 -5.86568
H 2.89508 1.10196 -5.10484
H 3.13824 0.94021 -6.84737

Entry 2:
A 2-piece molecular cluster, C5H10 overall in a non-equilibrium geometry. Source: OMol25; level of theory: the ωB97M-V functional and the def2-TZVPD basis.

Results
energy relative to the best compared isomer or geometry (same formula, charge and spin) = 121.6 kcal per mole
energy = -196.314579 Ha
HOMO (alpha / beta) = -0.3168 / -0.2733 Ha
orbital gap (alpha / beta) = 0.312 / 0.264 hartree
maximum force = 2.2 eV/A

Atoms and positions in Å:
C 0.29222 -0.10728 -0.00605
C 1.66882 0.44981 -0.18237
C 0.14656 -1.53285 -0.43806
C -0.83826 0.65981 0.20358
C -2.15842 0.35336 0.18940
H 0.36971 1.87282 1.48428
H -0.51433 1.75107 0.60013
H 2.36237 0.03075 0.55276
H 0.16233 -1.57923 -1.53560
H 1.68945 1.53468 -0.04839
H 2.04702 0.17412 -1.17714
H 0.98922 -2.13064 -0.07824
H -0.79111 -1.98137 -0.10635
H -2.90000 1.13240 0.07392
H -2.52560 -0.62744 0.46813

Entry 3:
An isolated ion of composition C8H18N2OPS and charge +1 in a non-equilibrium geometry. Source: OMol25; level of theory: the ωB97M-V functional and the def2-TZVPD basis.

Results
energy relative to the best compared isomer or geometry (same formula, charge and spin) = 38.3 kcal per mole
total charge = +1
energy = -1239.621818 Ha
SMILES string = CCCCSP/[NH+]=C1\OCCN1C
HOMO = -0.4779 Ha
orbital gap = 0.369 hartree
maximum force = 5.2 eV/A

Atoms and positions in Å:
C 3.20742 -1.07086 -1.26890
C 2.15999 0.05628 -1.06348
C 2.69641 1.36831 -1.49383
C 1.90145 2.61442 -1.31830
S 0.24594 2.63529 -2.18720
P -1.11365 2.40616 -0.66929
N -0.98390 0.50185 -0.11323
C -1.88523 -0.02177 0.59661
O -2.80165 0.81612 1.10306
C -3.78006 -0.06044 1.79292
C -2.91327 -1.27030 2.09796
N -2.03859 -1.25369 1.06603
C -1.16169 -2.42738 0.88918
H 3.79876 -0.98273 -0.35439
H 3.71276 -0.97851 -2.21520
H 2.76629 -2.03408 -1.23036
H 1.81038 0.23616 -0.01829
H 1.30249 -0.30998 -1.57596
H 2.78896 1.36554 -2.54575
H 3.63141 1.53866 -0.91828
H 1.92313 2.79803 -0.22840
H 2.31156 3.54612 -1.66650
H -0.05198 2.44321 0.31248
H -0.36183 -0.14265 -0.53669
H -4.55169 -0.38999 1.13953
H -4.12187 0.34393 2.75607
H -2.26896 -1.37079 3.00073
H -3.39619 -2.36465 2.11524
H -1.70218 -3.20663 1.28127
H -0.88844 -2.41860 -0.24975
H -0.23576 -2.36706 1.50275

Entry 4:
A single C2H3N3O molecule in a non-equilibrium geometry. Source: OMol25; level of theory: the ωB97M-V functional and the def2-TZVPD basis.

Results
energy relative to the best compared isomer or geometry (same formula, charge and spin) = 108.5 kcal per mole
energy = -317.359415 Ha
SMILES string = On1ccnn1
HOMO = -0.3541 Ha
orbital gap = 0.366 hartree
maximum force = 7.0 eV/A

Atoms and positions in Å:
O -1.91990 -0.13768 -0.01462
N -0.61506 -0.29579 -0.10296
C 0.04649 0.78022 -0.25798
C 1.35020 0.36069 0.08163
N 1.35109 -1.04848 -0.04428
N 0.06018 -1.40528 -0.18335
H -2.38147 -1.06506 0.46148
H -0.22523 1.82439 -0.12150
H 2.33372 0.98699 0.18157

Entry 5:
C34H29ClMnN2O7P as an isolated structure. Source: OMol25; level of theory: the ωB97M-V functional and the def2-TZVPD basis.

Results
energy relative to the best compared isomer or geometry (same formula, charge and spin) = 10.2 kcal per mole
total charge = +1
spin multiplicity = 4
energy = -3901.687880 Ha
HOMO (alpha / beta) = -0.4266 / -0.4270 Ha
orbital gap (alpha / beta) = 0.221 / 0.257 hartree
maximum force = 0.5 eV/A

Atoms and positions in Å:
Mn 1.30058 0.07852 0.41730
Cl 2.41837 -6.83624 2.11411
C 2.08775 -5.27619 1.45027
C 1.55377 -5.18150 0.15200
C 1.25593 -3.96804 -0.41238
C 1.48661 -2.78024 0.30811
O 1.19181 -1.63988 -0.25874
C 2.03359 -2.87796 1.61139
C 2.22348 -1.73039 2.41568
O 1.92697 -0.54954 2.11294
C 2.33237 -4.14262 2.17243
H 1.37568 -6.09251 -0.40359
H 0.84670 -3.90177 -1.41006
H 2.65118 -1.85843 3.41435
H 2.74320 -4.20054 3.17149
O 0.64824 3.92721 0.89516
C 0.41062 2.81367 1.28599
O 1.20908 1.79859 1.00006
C -0.74335 2.53540 2.20348
C -1.21422 3.61218 2.94669
C -2.23506 3.44278 3.86576
C -2.80172 2.19028 4.05178
C -2.35663 1.11302 3.30402
C -1.33015 1.27800 2.37034
P -0.94455 -0.11453 1.30036
C -2.19518 -0.29634 0.02907
C -3.54363 -0.09793 0.35108
C -4.50553 -0.28918 -0.62100
C -4.13549 -0.66773 -1.90917
C -2.80330 -0.86888 -2.22314
C -1.82826 -0.69353 -1.24812
C -0.99478 -1.60054 2.31368
C -1.36522 -2.80676 1.72092
C -1.31698 -3.98201 2.45525
C -0.90381 -3.95817 3.77863
C -0.53780 -2.75659 4.37547
C -0.57429 -1.58098 3.64611
H -0.75285 4.57771 2.79143
H -2.58391 4.28654 4.44473
H -3.59112 2.04878 4.77668
H -2.80659 0.14149 3.45821
H -3.84498 0.21047 1.34152
H -5.54794 -0.13374 -0.37937
H -4.89667 -0.79922 -2.66606
H -2.50349 -1.15019 -3.22228
H -0.79305 -0.86152 -1.51382
H -1.69574 -2.83003 0.68967
H -1.60700 -4.91570 1.99267
H -0.86967 -4.87609 4.34979
H -0.22792 -2.73657 5.41178
H -0.27799 -0.64949 4.11181
C -0.23473 3.95808 -2.51360
C 1.26071 3.68864 -2.56817
C 1.65873 2.39138 -3.34751
C 1.27875 2.46531 -4.82828
C 1.77889 1.28245 -5.64565
C 3.16937 2.32680 -3.19951
O 3.94583 2.89844 -3.91110
N 3.63095 1.60970 -2.08726
C 2.80630 0.97360 -1.23081
O 3.23160 0.44160 -0.16728
N 1.48894 0.83956 -1.43461
C 0.93215 1.24163 -2.65215
O -0.09302 0.77359 -3.07162
H -0.41862 4.84153 -1.90449
H -0.78596 3.12940 -2.06750
H -0.65217 4.13954 -3.50255
H 1.65695 3.63676 -1.55105
H 1.77896 4.50853 -3.06913
H 1.68382 3.39712 -5.22450
H 0.19322 2.52580 -4.88976
H 2.86724 1.26925 -5.70424
H 1.39697 1.33529 -6.66446
H 1.43845 0.33591 -5.22380
H 4.61962 1.63702 -1.87544

Entry 6:
C3H4O4Sr as an isolated structure in a non-equilibrium geometry. Source: OMol25; level of theory: the ωB97M-V functional and the def2-TZVPD basis.

Results
energy relative to the best compared isomer or geometry (same formula, charge and spin) = 22.5 kcal per mole
energy = -448.335752 Ha
HOMO = -0.2917 Ha
orbital gap = 0.255 hartree
maximum force = 3.5 eV/A

Atoms and positions in Å:
C 1.33473 2.44154 1.46768
C 0.95967 1.90771 0.29382
O 1.75701 0.88292 -0.21510
C 1.31317 0.14969 -1.22636
O 0.38650 0.56178 -1.97895
O 1.65401 -1.06569 -1.26835
O 0.87181 3.65950 1.85301
Sr -0.32033 -1.89001 -2.60428
H 1.98987 1.90398 2.15771
H 0.41351 2.47600 -0.45894
H 1.51560 4.10155 2.41188
H -1.70510 -1.53030 -1.15645

Entry 7:
C21H24N2OPtS4 as an isolated structure in a non-equilibrium geometry. Source: OMol25; level of theory: the ωB97M-V functional and the def2-TZVPD basis.

Results
energy relative to the best compared isomer or geometry (same formula, charge and spin) = 60.9 kcal per mole
total charge = +2
energy = -2710.881394 Ha
HOMO (alpha / beta) = -0.5399 / -0.5398 Ha
orbital gap (alpha / beta) = 0.190 / 0.190 hartree
maximum force = 3.0 eV/A

Atoms and positions in Å:
Pt -0.45804 1.20622 -2.92743
O -1.51977 3.89887 -9.11059
C -1.33292 3.42977 -8.05203
S -2.44812 2.23567 -7.27288
C -1.52437 2.05875 -5.82602
C -0.34912 2.79821 -5.70580
S 0.65394 2.70558 -4.35085
S 0.09309 3.83441 -7.01298
S -2.06196 0.99665 -4.62871
C -1.02453 3.38790 3.83539
C -1.63344 2.04169 3.40541
C -3.15777 2.04604 3.61561
C -1.01642 0.92297 4.24636
C -1.36993 1.86606 1.92070
C -1.85482 2.78924 0.99134
C -1.60207 2.60659 -0.34914
N -0.89957 1.56446 -0.80877
C -0.41486 0.65261 0.05484
C -0.63995 0.78853 1.41373
C 0.35223 -0.47196 -0.53181
C 0.91241 -1.48564 0.22598
C 1.62697 -2.52524 -0.37329
C 1.74443 -2.48616 -1.76484
C 1.16767 -1.45444 -2.47020
N 0.48774 -0.47037 -1.87077
C 2.25225 -3.65092 0.43050
C 3.76788 -3.63392 0.16498
C 2.00696 -3.50446 1.93318
C 1.63365 -4.97454 -0.05266
H -1.14527 3.51250 4.91118
H -1.50936 4.22896 3.33949
H 0.04311 3.42155 3.61120
H -3.37591 2.10931 4.68137
H -3.60581 1.12634 3.23522
H -3.63284 2.89330 3.12081
H -1.23950 1.10567 5.29642
H 0.07077 0.89656 4.14652
H -1.43720 -0.05195 3.99114
H -2.42901 3.65225 1.29670
H -1.97221 3.31421 -1.07835
H -0.24599 0.05086 2.09229
H 0.79535 -1.47305 1.29657
H 2.28033 -3.25020 -2.30958
H 1.25162 -1.41327 -3.54766
H 4.19829 -2.66621 0.42872
H 3.99881 -3.84241 -0.87981
H 4.25139 -4.39424 0.77778
H 2.45046 -2.58718 2.32634
H 2.47800 -4.33831 2.45140
H 0.94187 -3.53489 2.17257
H 1.87390 -5.17714 -1.09648
H 0.54779 -4.95924 0.05661
H 2.01985 -5.79596 0.55029